Record 1
19
Properties=species:S:1:pos:R:3 method="wB97M-V/def2-TZVPD" smiles="C/C=C(/O)N(C)C(N)=O" e_above_lowest_kcal_mol=27.4 e_tot_ev=-12422.28491 homo_lumo_gap_ev=9.59
H -2.29451 1.79024 -1.52537
C 1.92359 -0.43754 -0.91141
H -0.70043 1.91862 -0.76458
H 0.04893 0.40703 3.01154
N 0.76399 -0.06004 -0.10928
H -2.17711 1.84252 0.22016
C -1.68643 1.47059 -0.68090
H 2.62293 -1.02042 -0.32117
H -2.47854 -0.58584 -0.86985
O 1.78289 -0.92392 1.79803
C 0.93458 -0.22319 1.30228
H -0.64840 1.05891 1.56003
H 1.59703 -1.00154 -1.79161
C -0.45903 -0.68973 -0.45909
O -0.42751 -2.05773 -0.50183
N -0.00684 0.43470 2.00876
H 2.42022 0.48298 -1.24072
C -1.58520 -0.02043 -0.66366
H 0.36984 -2.38520 -0.06134

---

Record 2
19
Properties=species:S:1:pos:R:3 method="wB97M-V/def2-TZVPD" e_above_lowest_kcal_mol=116.8 e_tot_ev=-12418.40599 homo_lumo_gap_ev="8.35 / 8.35"
O 0.51871 -1.91915 -0.23568
H -1.37879 0.36871 1.69153
H 1.01829 -1.93872 2.06260
H -3.26167 -1.06512 0.97733
C 1.99998 0.49179 -1.10986
H 2.04797 1.49539 -1.52722
H 1.75428 -0.24496 -1.87169
N -0.65064 2.17229 -0.30518
O 0.97089 -1.00394 1.81239
C 0.49660 -0.97521 0.52586
H -1.51478 2.47264 -0.74915
C -1.31564 -0.22561 0.78189
H 2.94997 0.23142 -0.64586
H 1.16179 1.07682 0.69371
H -0.70285 0.34516 -1.43113
H -2.26012 -1.63906 -0.46666
C -0.43045 0.90742 -0.53239
C -2.33112 -1.01538 0.42081
N 0.92759 0.46550 -0.09131

---

Record 3
20
Properties=species:S:1:pos:R:3 method="wB97M-V/def2-TZVPD" smiles="C[C@@H]1SCN[C@@]1(C)[N+](=O)[O-]" e_above_lowest_kcal_mol=50.9 e_tot_ev=-23254.46459 homo_lumo_gap_ev=9.25
N 1.46621 0.12712 1.31711
H -1.36858 1.19060 -2.15923
H -2.08243 -0.14581 -1.25845
C -0.50524 0.90850 -0.22196
O -1.00528 1.27847 2.42120
C 1.72751 1.48152 1.00623
N -0.79539 0.12382 2.14018
C -1.14832 0.36425 -1.48754
H 0.06392 -2.20008 1.30867
H -0.48084 -0.32044 -2.00505
H -1.28910 -1.85522 0.22018
C -0.25818 -1.60102 0.45933
S 1.03737 1.83178 -0.66395
H 0.36827 -1.82865 -0.39964
H 1.22419 2.13555 1.72209
H -1.16584 1.65005 0.23931
H 2.00901 -0.50174 0.73323
H 2.79663 1.68678 0.99031
O -1.02775 -0.81947 2.84996
C -0.14968 -0.14765 0.82283

---

Record 4
20
Properties=species:S:1:pos:R:3 method="wB97M-V/def2-TZVPD" smiles="CC1(C)NC(=O)NC1(O)O" e_above_lowest_kcal_mol=29.6 e_tot_ev=-14469.86747 homo_lumo_gap_ev=9.94
H -0.04902 0.68440 -1.98424
H -1.04534 0.37940 2.12688
H -0.32631 -2.66307 1.16334
C 0.15932 -1.13487 0.16496
N 0.91207 1.05267 0.26864
C -0.85526 0.77670 -1.23919
O 3.07011 0.84087 0.06302
C -1.36290 0.83307 1.27561
C -0.34084 0.36261 0.15591
C 1.97573 0.33734 -0.01771
O 0.14105 -1.78198 1.36326
H -0.28228 -1.63878 -1.64522
H 2.32195 -1.59504 -0.31471
H -1.40175 1.91209 1.31687
H -1.49193 0.07885 -1.63139
H -2.30168 0.53399 0.93238
H -1.07528 1.77737 -1.17130
N 1.55360 -0.92014 -0.43622
O -0.57662 -1.91148 -0.80384
H 0.97536 2.07598 0.41297

---

Record 5
20
Properties=species:S:1:pos:R:3 method="wB97M-V/def2-TZVPD" smiles="NC(=O)CC[C@H](N)C(=O)O" e_above_lowest_kcal_mol=22.9 e_tot_ev=-14470.15878 homo_lumo_gap_ev=10.05
O 3.21089 -0.56040 0.93634
H 1.52704 1.79116 -0.63120
N -0.56941 1.52537 -0.06710
H -2.45903 -1.65161 -0.64409
H -0.42263 1.60906 0.89779
O -3.10541 0.92297 0.90024
H -1.10891 0.08581 -1.43088
C 2.35978 -0.10857 0.15994
H -0.11195 -0.62520 1.39087
C -2.56235 0.04787 0.20427
O -3.05324 -1.16396 -0.05419
C 1.19451 -1.06520 -0.26071
N 2.32859 1.19503 -0.27390
H -1.30602 2.18587 -0.23679
H 3.19357 1.71691 -0.00182
C -0.18847 -0.87077 0.32514
H 1.55426 -2.00628 0.13635
H 1.14791 -1.26189 -1.31213
C -1.07550 0.15874 -0.33928
H -0.55364 -1.92490 0.30115

---

Record 6
25
Properties=species:S:1:pos:R:3 method="wB97M-V/def2-TZVPD" smiles="C[C@](CO[N+](=O)[O-])(OON=O)[C@H](O)CO" e_above_lowest_kcal_mol=52.1 e_tot_ev=-24697.07955 homo_lumo_gap_ev=10.57
O 4.46557 0.45774 -0.97396
O -2.63611 -1.28940 -1.04949
N -2.07004 2.40588 1.64080
H 0.95160 1.61874 -0.93247
H -1.45415 -2.37759 0.32634
N 3.46621 1.04440 -0.63020
H 0.65397 -1.64420 -1.00832
C -0.26880 -1.03237 -0.91787
H -1.03178 -0.75614 -2.69809
H -0.81650 -1.17663 1.82212
H 0.97293 -1.15431 1.70740
C 1.20676 0.97200 -0.08611
O -1.84555 3.21219 2.50641
H 1.37528 1.55813 0.80637
O -1.17784 0.87253 0.13203
H -1.29604 -2.82470 -1.41028
O 3.25111 2.21659 -0.43725
O 2.30619 0.13715 -0.39093
C -0.04100 0.05796 0.21815
C 0.05869 -0.54658 1.61612
O -0.40520 -0.29585 -2.11384
H 0.10458 0.26546 2.35195
O -0.93176 2.08048 0.96188
H -3.39771 -1.81247 -0.73673
C -1.44042 -1.98900 -0.70400

---

Record 7
18
Properties=species:S:1:pos:R:3 method="wB97M-V/def2-TZVPD" e_above_lowest_kcal_mol=157.8 e_tot_ev=-19156.06266 homo_lumo_gap_ev=9.39
H -1.82051 3.01154 -0.47904
S 3.03988 0.10503 -0.09981
H 3.28587 1.33180 -0.52500
C -1.85016 1.96692 0.41536
H -1.10937 -0.61500 1.58540
H -2.25755 -2.09047 0.52425
H -3.04341 1.57166 0.87146
N -1.65181 -1.59658 -0.06768
H -0.43806 0.91088 -1.11032
H -3.52067 -0.35645 -0.25849
C 0.69031 -0.79590 0.49952
H -1.08190 2.18409 1.49429
C -2.44435 -0.39432 -0.73676
H 1.03523 -1.64592 1.40431
C -1.34900 0.63729 -0.29386
N 1.37945 0.04934 -0.31703
C -0.90675 -0.52210 0.54226
H -2.62153 -0.50325 -1.77594

---

Record 8
18
Properties=species:S:1:pos:R:3 method="wB97M-V/def2-TZVPD" e_above_lowest_kcal_mol=55.7 multiplicity=2 e_tot_ev=-9812.63402 homo_lumo_gap_ev="9.53 / 6.81"
C -0.38751 0.96142 0.48989
H -2.00785 2.17875 1.32384
C 0.83271 -0.33241 -1.34200
H 2.70230 1.42266 0.73618
H 0.89495 0.98814 0.84245
C 2.15478 0.31269 -0.87646
H 0.84233 -1.39794 -1.01058
N -1.63234 0.55874 -1.40554
N 2.12899 0.61543 0.46782
H 2.96595 -0.44189 -1.15472
H -3.30341 1.77428 -0.72502
N -1.62954 1.69749 0.50652
C -0.36320 0.38814 -0.75258
H 2.34774 1.19490 -1.61257
H -1.90392 -5.69750 4.07556
C -2.31909 1.38728 -0.63924
H 0.60817 -0.50732 -2.50200
H -1.93103 -5.10287 3.57844